1.
C9H16NO5 | ωB97M-V/def2-TZVPD

## Properties
- Lowest unoccupied orbital energy (alpha / beta): -0.11051 / -0.11837 Eh
- HOMO-LUMO gap (alpha / beta): 0.2951 / 0.2760 Eh
- M: 218.2 g/mol
- Total energy: -21306.387 eV
- Total charge: +1

Structure (XYZ):
```
31
Properties=species:S:1:pos:R:3:forces:R:3
C 1.629 -1.929 -0.466 -1.2948 -0.1393 -1.0895
C 0.843 -0.673 -0.816 2.5235 -0.0141 1.9600
C 1.221 -0.968 0.617 1.2229 0.7240 -2.6307
C 1.797 0.280 -0.009 -0.5237 -0.8537 0.4723
C 1.159 1.629 0.235 -1.1008 -1.7020 -2.0472
C -1.022 0.549 -0.700 2.3543 0.0455 3.0433
C 0.629 2.226 1.467 0.3786 -1.1116 -1.3064
C -1.908 1.502 -1.341 -0.8478 0.1685 1.1369
C -2.502 -1.485 0.132 -1.3800 -2.4958 0.1900
N -1.699 -0.242 0.460 -2.0124 0.5623 -0.1346
O -0.236 -0.291 -1.478 -1.8725 -0.1192 -0.9471
O 0.944 -3.138 -0.425 -0.1341 -0.9452 -0.4847
O 0.524 -1.169 1.732 -1.0488 -3.2468 2.9373
O 3.164 0.266 -0.433 -0.3836 0.5926 0.2256
O 1.453 2.527 -0.706 1.9593 -1.0202 -1.2508
H 2.611 -1.953 -0.869 0.9190 -0.3431 0.1170
H -0.209 2.774 1.205 -1.6807 1.3105 -0.3502
H 1.348 2.866 1.832 1.7090 1.6932 1.0228
H 0.390 1.539 2.205 -0.4483 -1.5081 1.2863
H -1.993 2.474 -0.778 -0.3402 -1.1008 -0.2841
H -2.837 1.047 -1.672 -0.6211 0.3099 0.1610
H -1.406 1.743 -2.201 1.1582 0.9022 -2.4143
H -3.640 -1.321 0.097 1.9383 -0.0234 0.0255
H -2.176 -2.012 -0.791 -0.0856 1.0494 0.2439
H -2.292 -2.344 0.900 -0.4575 1.9782 -0.8864
H -0.965 -0.701 1.094 -0.8185 1.8454 0.0250
H -2.470 0.495 0.854 3.0233 -2.2834 -0.4049
H 1.208 -3.813 -1.115 -0.1401 1.5655 1.0920
H 0.521 -2.176 2.035 0.3198 2.9068 -1.0540
H 3.791 0.189 0.313 -0.6202 0.2063 -0.2696
H 2.123 2.110 -1.379 -1.6955 1.0464 1.6158
```
Positions in Å, forces in eV/Å.

=====

2.
C6H8N | ωB97M-V/def2-TZVPD

## Properties
- Lowest unoccupied orbital energy (alpha / beta): -0.25105 / -0.25603 Eh
- HOMO-LUMO gap (alpha / beta): 0.2326 / 0.2607 Eh
- M: 94.1 g/mol
- Total energy: -7827.892 eV
- Total charge: +1

Structure (XYZ):
```
15
Properties=species:S:1:pos:R:3:forces:R:3
C 0.422 -0.375 2.678 0.0659 -0.3633 0.1161
C 0.038 0.144 -0.859 -0.8053 1.1147 -1.1387
C -1.547 1.258 -2.880 0.6092 -0.3830 1.2020
C 1.160 -1.378 0.848 -0.5205 0.8992 -1.4478
C -0.052 0.468 1.647 0.0590 0.0606 -1.0971
C 0.316 -0.107 0.421 0.0943 -0.7367 0.6564
N 0.983 -1.441 2.206 0.2968 -0.4854 1.7458
H 0.278 -0.223 3.734 0.0060 0.0083 0.1708
H -1.382 0.384 -3.481 0.0045 -0.1585 -0.1317
H 0.585 -0.174 -1.725 0.3123 -0.4143 -0.0595
H -2.473 1.374 -2.351 -0.2006 0.0190 0.0447
H -0.886 2.101 -2.971 0.1032 0.1700 -0.0751
H 0.915 -2.320 0.351 -0.0124 0.0875 -0.0177
H 2.192 -1.120 0.591 0.1818 -0.0735 0.1050
H -0.548 1.409 1.791 -0.1941 0.2554 -0.0732
```
Positions in Å, forces in eV/Å.

=====

3.
C3I2NOS2 | ωB97M-V/def2-TZVPD

## Properties
- Lowest unoccupied orbital energy: 0.01394 Eh
- HOMO-LUMO gap: 0.1421 Eh
- M: 384.0 g/mol
- Total energy: -44519.454 eV
- Total charge: -1

Structure (XYZ):
```
9
Properties=species:S:1:pos:R:3:forces:R:3
C 0.365 0.447 -0.177 1.0277 3.2558 0.8450
C 0.326 -0.314 -1.195 0.7959 -2.6427 -0.9933
C -2.800 -0.740 0.860 -0.8154 3.2962 -0.2994
N -2.197 0.308 0.965 1.9331 -0.4121 -0.1279
O -3.804 -1.304 0.701 -0.3340 -2.4562 0.0077
S -0.769 1.244 0.790 -1.6570 0.1033 1.4312
S 0.590 -1.643 -1.965 -0.3029 0.1022 -0.6364
I 1.967 2.005 -0.055 -0.5388 -1.3215 -0.2155
I 6.322 -0.003 0.077 -0.1085 0.0750 -0.0114
```
Positions in Å, forces in eV/Å.

=====

4.
C9H7IrN2O5 | ωB97M-V/def2-TZVPD

## Properties
- Spin multiplicity: 5
- Lowest unoccupied orbital energy (alpha / beta): -0.28077 / -0.44565 Eh
- HOMO-LUMO gap (alpha / beta): 0.2352 / 0.2339 Eh
- M: 415.4 g/mol
- Total energy: -25480.406 eV
- Total charge: +2
- ⟨S²⟩: 6.018

Structure (XYZ):
```
24
Properties=species:S:1:pos:R:3:forces:R:3
O -0.712 3.044 -1.003 -0.4345 1.2345 0.5912
C -0.392 2.007 -1.389 0.2920 0.4561 -0.6895
Ir -0.102 -0.456 -1.765 1.4150 -2.7473 -0.5669
C 0.167 -2.311 -1.276 0.3157 -4.6342 0.6200
O 0.278 -3.460 -1.212 -0.2438 3.1500 -0.2902
C -0.268 -1.180 -3.590 0.2693 0.7271 -3.9729
O -0.246 -1.286 -4.728 -0.1459 -0.1359 2.5370
C 1.828 -0.136 -1.475 3.6429 2.0217 0.4458
O 2.926 0.073 -1.175 -2.7873 -1.1408 -0.8466
C -2.004 -0.328 -1.488 -4.9155 0.7016 0.2146
O -3.137 -0.304 -1.297 2.5835 -0.2959 -0.3908
H 0.557 1.866 -2.031 0.0210 0.2687 -0.0917
C 1.000 1.782 1.422 0.7095 -0.1660 -0.3914
C 0.296 0.508 1.521 -0.1598 0.6962 1.1641
N -0.223 -0.313 0.609 -1.0497 -1.6010 1.5840
C -0.847 -1.347 1.293 0.9367 1.5866 -2.6941
C -0.676 -1.130 2.648 0.9936 1.6774 2.0978
N 0.028 0.053 2.777 -1.2543 -2.3130 0.9482
H 0.330 2.626 1.575 -0.3041 0.1038 0.0345
H 1.781 1.838 2.185 -0.1088 -0.0239 0.1093
H 1.489 1.896 0.471 0.0894 0.1395 -0.4373
H -1.362 -2.177 0.797 0.2213 0.4331 0.2840
H -1.001 -1.758 3.462 0.0143 0.1315 0.3049
H 0.291 0.497 3.669 -0.1007 -0.2698 -0.5640
```
Positions in Å, forces in eV/Å.

=====

5.
C4H7FN2O | ωB97M-V/def2-TZVPD

## Properties
- Structure (SMILES): NC/C(F)=C\NC=O
- Lowest unoccupied orbital energy: 0.02471 Eh
- HOMO-LUMO gap: 0.3556 Eh
- M: 118.1 g/mol
- Total energy: -12004.277 eV
- Total charge: 0

Structure (XYZ):
```
15
Properties=species:S:1:pos:R:3:forces:R:3
N -2.571 -0.604 0.489 2.8616 -2.3374 0.1007
C -1.328 -0.741 -0.483 -1.4551 0.7264 -0.1274
C -0.777 0.631 -0.253 -0.4813 -0.6501 -1.1862
F -1.781 1.530 -0.221 1.0266 0.6972 -0.3231
C 0.477 0.995 -0.097 1.3081 2.2464 2.9699
N 1.580 0.142 0.126 -3.7215 -2.6451 -3.3896
C 2.862 0.460 0.199 4.4737 -2.6949 -0.1581
O 3.686 -0.421 -0.211 -1.6509 3.1606 1.2434
H -3.088 -1.427 0.184 -0.3688 -0.0947 0.9605
H -2.102 -0.782 1.454 -1.5545 0.0623 -1.9630
H -0.550 -1.533 -0.241 -1.2017 0.7159 -0.2205
H -1.746 -0.882 -1.574 0.8658 0.2604 2.1291
H 0.733 1.973 0.348 -0.6891 -0.0424 -0.8610
H 1.391 -0.709 -0.534 1.4047 1.5582 1.9741
H 3.214 1.368 0.814 -0.8176 -0.9629 -1.1487
```
Positions in Å, forces in eV/Å.

=====

6.
C5H10O2 | ωB97M-V/def2-TZVPD

## Properties
- Structure (SMILES): CO[C@H]1C[C@H]1CO
- Lowest unoccupied orbital energy: 0.03648 Eh
- HOMO-LUMO gap: 0.3931 Eh
- M: 102.1 g/mol
- Total energy: -9440.375 eV
- Total charge: 0

Structure (XYZ):
```
17
Properties=species:S:1:pos:R:3:forces:R:3
C 0.241 0.147 -2.195 0.0086 -0.1659 -0.2499
O 0.294 0.872 -0.988 0.0758 -0.0381 0.1133
C -0.758 0.746 -0.079 -0.1142 0.0962 0.1838
C -1.478 -0.540 0.187 -0.1060 -0.2551 -0.0630
C -0.479 -0.029 1.191 -0.0501 0.1633 0.1028
C 0.866 -0.696 1.343 -0.3416 -0.4231 0.0212
O 1.845 0.216 1.793 0.0086 0.3300 -0.0793
H -0.552 0.493 -2.874 0.0601 0.0201 0.2077
H 0.114 -0.931 -2.029 0.0125 0.1594 -0.0120
H 1.210 0.305 -2.673 -0.1508 -0.0245 -0.0099
H -1.354 1.655 0.004 0.1480 -0.1370 -0.0077
H -2.531 -0.477 0.450 0.1878 0.0100 -0.1321
H -1.225 -1.424 -0.391 0.0730 0.1211 0.1171
H -0.869 0.393 2.114 0.0053 -0.0661 -0.1076
H 0.812 -1.482 2.110 -0.0411 0.1372 -0.2100
H 1.157 -1.185 0.398 0.0072 0.2149 0.1548
H 1.647 1.061 1.368 0.2167 -0.1423 -0.0291
```
Positions in Å, forces in eV/Å.

=====

7.
C4H8O | ωB97M-V/def2-TZVPD

## Properties
- Lowest unoccupied orbital energy: 0.03752 Eh
- HOMO-LUMO gap: 0.3020 Eh
- M: 72.1 g/mol
- Total energy: -6318.963 eV
- Total charge: 0

Structure (XYZ):
```
13
Properties=species:S:1:pos:R:3:forces:R:3
C 1.642 -0.550 0.176 0.4343 -0.0133 0.0347
C 0.013 0.435 -0.695 0.4398 -0.0908 -0.0067
C -1.092 -0.471 -0.414 -0.0953 -0.0851 -0.0950
C -1.507 0.609 0.573 -0.3397 0.0531 0.1861
O -0.312 1.385 0.188 0.0348 0.2169 -0.0398
H 2.259 0.342 0.259 -0.0325 0.0636 -0.0149
H 1.602 -1.022 1.170 -0.1482 0.0834 -0.1314
H 2.096 -1.243 -0.538 -0.0685 0.0297 -0.0087
H 0.632 0.676 -1.555 -0.1023 -0.0491 0.0264
H -1.702 -0.966 -1.160 0.0481 0.1340 0.1340
H 0.235 -0.786 0.011 -0.1410 -0.2768 0.0379
H -1.466 0.401 1.651 -0.0277 -0.0519 -0.2024
H -2.400 1.190 0.336 -0.0017 -0.0136 0.0798
```
Positions in Å, forces in eV/Å.